DFT (the ωB97M-V functional and the def2-TZVPD basis) results for the ion C5H10N2O2PS with charge -1 at a distorted geometry.

LUMO energy (eV): 3.39
Strongest force on any atom (eV Å⁻¹): 4.097
Orbital gap (eV): 7.200
Total charge: -1

Each atom is followed by the atoms it is bonded to, with distances in Å.
Geometry (Å):
1 C 1.208 1.491 -0.682  N6 1.388, O8 1.244, P10 1.965, S11 2.073
2 C -2.137 -1.460 -0.881  C4 1.472, H12 1.041, H13 1.095, H14 1.096
3 C 1.647 -0.668 2.022  C5 1.459, H15 1.148, H16 1.079, H17 1.070
4 C -1.481 -0.143 -0.840  C2 1.472, P10 1.876, H18 1.139, H19 1.151
5 C 0.367 -0.252 1.458  C3 1.459, P10 1.873, H20 1.106, H21 1.061
6 N 0.821 2.428 -1.630  C1 1.388, N7 1.176, S11 1.858
7 N 1.199 3.106 -2.514  N6 1.176
8 O 2.316 1.479 -0.117  C1 1.244
9 O 0.941 -1.360 -1.187  P10 1.477
10 P 0.343 -0.253 -0.415  C1 1.965, C4 1.876, C5 1.873, O9 1.477
11 S -0.283 2.847 -0.196  C1 2.073, N6 1.858
12 H -1.438 -2.230 -0.923  C2 1.041
13 H -2.728 -1.727 0.001  C2 1.095
14 H -2.864 -1.375 -1.697  C2 1.096
15 H 2.467 -0.211 1.361  C3 1.148
16 H 1.749 -0.432 3.070  C3 1.079
17 H 1.636 -1.737 1.977  C3 1.070
18 H -2.125 0.712 -0.451  C4 1.139
19 H -1.185 0.280 -1.869  C4 1.151
20 H -0.278 0.606 1.722  C5 1.106
21 H -0.176 -1.100 1.791  C5 1.061

natural (NBO) population analysis, charges in e, atoms 1 to 2: atom 1 (C): 0.231, atom 2 (C): -0.627